DFT (wB97M-V/def2-TZVPD) results for one molecule with the formula C14H17N3O2 in a non-equilibrium geometry.

Cartesian coordinates (Å):
C: 3.31 3.76 3.40
O: 3.15 2.56 2.62
C: 2.03 1.79 3.04
O: 1.34 2.01 4.02
C: 1.65 0.56 2.23
C: 2.77 -0.35 1.69
C: 1.97 0.53 0.72
C: 0.96 -0.14 -0.18
C: 1.02 -1.48 -0.57
C: -0.23 -1.81 -1.23
C: -0.93 -0.63 -1.35
C: -2.32 -0.40 -1.96
N: -2.86 -1.68 -2.38
C: -3.53 -2.62 -1.57
C: -3.92 -3.63 -2.41
N: -3.46 -3.38 -3.74
C: -2.86 -2.20 -3.67
N: -0.24 0.35 -0.67
C: -0.69 1.72 -0.58
H: 4.03 4.46 2.92
H: 2.38 4.30 3.51
H: 3.70 3.54 4.39
H: 0.76 0.01 2.56
H: 2.62 -1.42 1.76
H: 3.82 -0.08 1.93
H: 2.42 1.41 0.22
H: 1.82 -2.20 -0.39
H: -0.53 -2.81 -1.57
H: -3.03 0.06 -1.26
H: -2.25 0.31 -2.77
H: -3.60 -2.60 -0.47
H: -4.47 -4.51 -2.14
H: -2.36 -1.69 -4.51
H: -1.00 2.11 -1.54
H: 0.07 2.40 -0.17
H: -1.55 1.73 0.10

net charge = 0
HOMO energy = -8.19 eV
spin multiplicity = 1
total energy = -23357.5030 eV
energy above the lowest of the compared OMol25 structures with the same formula, charge and spin = 73.0 kcal per mole
LUMO = 0.53 eV



DFT (wB97M-V/def2-TZVPD) results for one molecule with the formula C14H17N3O3 in a non-equilibrium geometry.

Cartesian coordinates (Å):
C: 0.12 0.43 -4.49
C: 0.20 0.87 -3.01
N: 1.26 0.11 -2.38
C: -1.22 0.62 -2.25
O: -2.21 1.27 -2.54
N: -1.29 -0.43 -1.35
C: -0.47 -1.57 -0.94
C: 0.56 -1.37 0.33
C: 0.06 -0.89 1.73
C: -1.01 -1.20 2.42
N: -1.12 -0.25 3.42
C: -0.30 0.84 3.21
C: -0.04 2.05 3.79
C: 0.90 2.93 3.23
C: 1.71 2.57 2.19
C: 1.40 1.36 1.52
C: 0.53 0.48 2.13
C: -1.35 -2.63 -0.36
O: -2.46 -2.30 0.02
O: -0.87 -3.91 -0.15
H: 1.19 0.59 -4.94
H: -0.50 1.20 -5.07
H: -0.22 -0.66 -4.69
H: 0.26 2.06 -2.90
H: 1.31 -0.16 -1.41
H: 2.16 0.48 -2.72
H: -2.17 -0.71 -0.93
H: 0.29 -1.93 -1.62
H: 1.42 -0.86 -0.07
H: 1.06 -2.25 0.55
H: -1.60 -2.14 2.52
H: -1.84 -0.34 4.13
H: -0.24 2.29 4.88
H: 1.15 3.84 3.81
H: 2.49 3.27 1.84
H: 2.10 0.91 0.80
H: -1.26 -4.57 -0.71

net charge = 0
HOMO energy = -8.13 eV
spin multiplicity = 1
total energy = -25404.2704 eV
energy above the lowest of the compared OMol25 structures with the same formula, charge and spin = 104.5 kcal per mole
LUMO = 0.44 eV



DFT (wB97M-V/def2-TZVPD) results for C14H17N3OS3 as an isolated structure in a non-equilibrium geometry.

Cartesian coordinates (Å):
S: -2.17 1.68 2.60
C: -2.41 1.44 1.00
S: -1.52 2.55 -0.12
C: 0.10 1.71 -0.15
C: 1.25 2.69 -0.13
C: 2.55 2.06 0.43
C: 2.70 0.61 0.00
C: 2.73 -0.40 1.00
C: 2.82 -1.72 0.68
C: 2.88 -2.07 -0.69
N: 2.94 -3.30 -1.21
S: 2.99 -3.16 -2.79
N: 2.94 -1.55 -2.95
C: 2.88 -1.08 -1.70
C: 2.79 0.29 -1.33
N: -3.34 0.58 0.46
C: -3.03 0.00 -0.86
C: -2.07 -1.18 -0.81
O: -2.37 -2.14 0.18
C: -2.63 -1.56 1.45
C: -3.74 -0.54 1.32
H: 0.14 1.12 -1.05
H: 0.13 1.07 0.73
H: 1.01 3.59 0.43
H: 1.47 3.03 -1.14
H: 2.53 2.13 1.51
H: 3.41 2.59 0.03
H: 2.69 -0.09 2.03
H: 2.83 -2.49 1.43
H: 2.77 1.08 -2.07
H: -3.97 -0.37 -1.26
H: -2.68 0.74 -1.56
H: -2.17 -1.71 -1.76
H: -1.03 -0.85 -0.76
H: -2.98 -2.36 2.09
H: -1.74 -1.14 1.90
H: -4.54 -1.05 0.79
H: -4.16 -0.23 2.27

net charge = 0
HOMO energy = -8.10 eV
spin multiplicity = 1
total energy = -53816.3711 eV
LUMO = -0.63 eV



DFT (wB97M-V/def2-TZVPD) results for C14H17N4O14P2W as an isolated structure.

Cartesian coordinates (Å):
W: -0.07 -0.42 -0.66
O: -1.32 -1.24 -2.77
P: -1.52 -2.68 -2.00
O: -2.77 -3.40 -2.24
O: -1.20 -2.19 -0.59
O: -0.23 -3.49 -2.55
P: 1.13 -2.59 -2.81
O: 2.27 -3.70 -2.83
O: 0.99 -1.91 -4.10
O: 1.31 -1.80 -1.52
H: -0.75 -1.27 -3.57
H: 2.43 -4.04 -1.94
O: 1.35 2.41 -3.24
C: 0.62 1.83 -2.48
O: 0.81 0.55 -2.13
C: -0.54 2.38 -1.76
C: -0.76 3.68 -1.56
C: -1.78 4.09 -0.61
C: -2.29 3.20 0.28
C: -1.94 1.85 0.13
C: -1.35 1.32 -1.13
N: -2.04 0.96 1.11
O: -2.58 1.11 2.21
O: -1.54 -0.23 0.82
N: -2.13 5.47 -0.49
O: -2.98 5.80 0.33
O: -1.54 6.27 -1.20
H: -0.14 4.44 -2.03
H: -2.91 3.52 1.11
H: -2.13 0.98 -1.82
C: 1.40 1.40 2.87
O: 0.70 0.62 1.92
C: 0.98 0.68 0.59
C: 2.08 1.63 0.23
H: 0.86 1.25 3.81
H: 1.39 2.46 2.63
H: 2.43 1.06 3.00
H: 2.95 1.45 0.86
H: 1.77 2.67 0.37
H: 2.38 1.50 -0.81
C: -1.33 -2.94 2.30
C: 0.12 -2.82 2.00
N: 0.70 -1.97 1.19
C: 2.05 -2.24 1.21
C: 2.30 -3.28 2.05
N: 1.06 -3.63 2.56
H: -1.83 -2.04 1.97
H: -1.49 -3.08 3.38
H: -1.76 -3.79 1.77
H: 2.74 -1.68 0.61
H: 3.20 -3.78 2.34
H: 0.88 -4.37 3.21

net charge = -1
HOMO energy = -4.97 eV
spin multiplicity = 1
total energy = -69827.8465 eV
energy above the lowest of the compared OMol25 structures with the same formula, charge and spin = 3.5 kcal per mole
LUMO = 1.58 eV



DFT (wB97M-V/def2-TZVPD) results for one molecule with the formula C14H17NO5S.

Cartesian coordinates (Å):
C: -2.44 -2.13 -1.61
C: -3.81 -1.49 -1.48
O: -3.74 -0.32 -0.66
C: -3.92 -0.47 0.64
O: -4.20 -1.49 1.20
C: -3.74 0.86 1.39
O: -3.01 1.83 0.67
C: -1.73 1.54 0.31
C: -1.10 2.50 -0.49
C: 0.19 2.30 -0.92
C: 0.90 1.15 -0.58
C: 2.32 1.02 -1.05
N: 2.80 -0.33 -1.23
C: 3.51 -0.85 -0.06
C: 2.86 -2.17 0.42
O: 3.16 -2.71 1.43
O: 1.94 -2.64 -0.43
C: 3.51 0.20 1.06
S: 3.45 1.80 0.21
C: 0.27 0.20 0.23
C: -1.03 0.40 0.67
H: -1.72 -1.40 -1.98
H: -2.49 -2.96 -2.31
H: -2.10 -2.50 -0.65
H: -4.18 -1.14 -2.45
H: -4.52 -2.19 -1.04
H: -4.73 1.30 1.54
H: -3.29 0.65 2.37
H: -1.64 3.39 -0.75
H: 0.67 3.05 -1.52
H: 2.44 1.60 -1.97
H: 3.40 -0.37 -2.05
H: 4.54 -1.10 -0.32
H: 1.81 -1.98 -1.15
H: 4.41 0.15 1.66
H: 2.64 0.11 1.71
H: 0.77 -0.70 0.52
H: -1.48 -0.37 1.28

net charge = 0
HOMO energy = -8.52 eV
spin multiplicity = 1
total energy = -37357.1448 eV
energy above the lowest of the compared OMol25 structures with the same formula, charge and spin = 29.4 kcal per mole
LUMO = 0.41 eV



DFT (wB97M-V/def2-TZVPD) results for C14H18AsBrF5O4PReS4 as an isolated structure.

Cartesian coordinates (Å):
Re: -0.05 -1.74 -1.26
S: -3.95 -1.43 0.41
As: -5.55 -1.94 -0.71
S: -3.03 -0.99 -2.87
S: -1.87 -2.50 -2.11
S: -4.85 -1.91 -2.87
Br: 1.54 -2.07 -2.93
C: 2.17 2.25 -3.31
C: 1.64 2.52 -1.92
C: 2.76 2.67 -0.91
C: 0.65 3.67 -1.89
O: 0.88 1.26 -1.60
P: 0.32 0.65 -0.29
O: 1.11 -0.60 0.12
O: -1.02 -0.10 -0.73
O: 0.15 1.79 0.72
C: -0.50 1.90 2.08
C: -1.62 2.90 1.87
C: 0.61 2.43 2.98
C: -0.99 0.55 2.54
H: 2.68 3.15 -3.68
H: 1.36 2.01 -3.99
H: 2.89 1.43 -3.31
H: 3.47 3.42 -1.28
H: 3.30 1.73 -0.78
H: 2.39 3.01 0.06
H: 1.18 4.60 -2.11
H: 0.19 3.77 -0.91
H: -0.13 3.53 -2.64
H: -1.24 3.84 1.48
H: -2.11 3.10 2.83
H: -2.37 2.50 1.18
H: 1.04 3.34 2.56
H: 1.39 1.69 3.11
H: 0.19 2.67 3.96
H: -1.81 0.18 1.92
H: -1.37 0.66 3.56
H: -0.19 -0.17 2.56
F: -0.13 -4.84 -2.08
C: -0.05 -4.72 -0.75
C: -0.03 -3.45 -0.15
C: 0.05 -3.46 1.25
F: -0.02 -2.32 1.92
C: 0.13 -4.62 1.99
F: 0.18 -4.57 3.31
C: 0.16 -5.85 1.34
F: 0.26 -6.96 2.03
C: 0.08 -5.89 -0.04
F: 0.11 -7.06 -0.66

net charge = +1
HOMO energy (alpha / beta) = -11.68 / -11.68 eV
spin multiplicity = 1
total energy = -222225.7005 eV
energy above the lowest of the compared OMol25 structures with the same formula, charge and spin = 5.3 kcal per mole
LUMO (alpha / beta) = -5.42 / -5.42 eV